# C57H67F2N3O6S

A cluster of 6 separate species, C57H67F2N3O6S in total at a distorted geometry (ωB97M-V with the def2-TZVPD basis set, the OMol25 dataset).

Calculated values
HOMO: -0.3152 Eh
structure (SMILES): CCCOC[C@H](COC)O[C@@](S)([C@@H](CNC)O[C@H](Cc1cccc(C)c1)c1ccncc1)N(C(=O)F)C(=O)F.c1ccccc1.c1ccccc1.c1ccccc1.c1ccccc1.c1ccccc1
orbital gap: 0.2908 Ha
maximum force: 0.1944 hartree/bohr

The geometry in XYZ format:
```
136
C57H67F2N3O6S | the OMol25 dataset | ωB97M-V with the def2-TZVPD basis set
C -4.19380 -0.41452 -2.27313
C -2.60565 -0.77414 -2.59023
C -2.01596 0.07951 -3.90153
O -0.52955 0.09315 -3.69562
C 0.04595 1.00902 -4.70008
C 1.22897 2.00913 -4.06936
C 0.93546 3.51533 -4.66268
O 0.68203 4.37993 -3.46358
C -0.71645 4.20576 -3.00797
O 2.50786 1.44281 -4.52310
C 3.54137 1.47010 -3.47833
S 3.77638 3.15311 -2.65485
C 3.24084 0.40767 -2.22182
C 3.25107 -1.16532 -2.68323
N 1.99193 -1.63051 -3.38289
C 1.12866 -2.28025 -2.28081
O 4.35962 0.60539 -1.26858
C 3.95241 0.32801 0.11721
C 3.99916 1.67782 1.10279
C 2.56330 1.83878 1.94574
C 1.22298 2.56795 1.26283
C -0.21186 2.69796 2.10925
C -0.38850 2.10465 3.64319
C 0.93237 1.40017 4.34162
C 0.91369 0.75175 5.87553
C 2.35280 1.29959 3.49556
C 4.99812 -0.84935 0.68122
C 5.29020 -1.09992 2.29966
C 6.30538 -2.33037 2.67316
N 7.00941 -3.26879 1.73478
C 6.76502 -2.99172 0.27861
C 5.80599 -1.84090 -0.38459
N 4.83927 1.01082 -4.10051
C 5.98697 1.96087 -3.86368
O 6.40631 2.93989 -4.66722
F 6.77993 1.75265 -2.60065
C 4.69686 0.58177 -5.53935
O 4.70187 1.36166 -6.62185
F 4.49779 -0.89376 -5.79684
H -4.35363 0.70586 -2.58086
H -4.32448 -0.52779 -1.10757
H -4.88511 -1.16543 -2.88072
H -1.93658 -0.40353 -1.67513
H -2.42360 -1.92839 -2.75786
H -2.49023 1.15252 -3.80871
H -2.33167 -0.38985 -4.92726
H -0.84602 1.59819 -5.17561
H 0.56407 0.42250 -5.60204
H 1.07086 2.01855 -2.91002
H 0.00515 3.59508 -5.36757
H 1.91705 3.90774 -5.20337
H -1.45922 4.63577 -3.83549
H -0.88570 4.74083 -1.95511
H -1.03564 3.08747 -2.84746
H 3.69479 4.07088 -3.71390
H 2.20859 0.60920 -1.69779
H 4.21238 -1.45056 -3.31461
H 3.33397 -1.82059 -1.68869
H 2.20974 -2.41686 -4.03361
H 1.64976 -3.20701 -1.78564
H 0.08877 -2.63013 -2.74613
H 0.87718 -1.47802 -1.45795
H 2.88085 -0.12991 0.23933
H 4.05186 2.64681 0.41710
H 4.93772 1.69185 1.80998
H 1.21472 3.03237 0.18185
H -1.18002 3.22566 1.65512
H -1.37563 2.14001 4.27599
H 1.72185 1.22063 6.58364
H -0.15184 0.73732 6.35879
H 1.21660 -0.39306 5.72487
H 3.25782 0.80908 4.05241
H 4.78229 -0.44941 3.13294
H 6.50721 -2.49843 3.83837
H 7.32266 -3.70940 -0.49642
H 5.73016 -1.76543 -1.55032
C 0.11714 -5.11392 7.77512
C 1.08759 -4.41314 8.49062
C 1.97182 -3.56644 7.82279
C 1.88847 -3.42358 6.43755
C 0.92401 -4.13152 5.72090
C 0.03730 -4.97537 6.38913
H -0.57601 -5.76841 8.29656
H 1.15432 -4.52633 9.56980
H 2.72580 -3.01783 8.38116
H 2.57553 -2.76203 5.91727
H 0.86269 -4.02492 4.64061
H -0.71575 -5.52518 5.83079
C -6.89349 1.77305 -0.65737
C -6.66209 3.02635 -0.09124
C -6.94426 4.18317 -0.81712
C -7.45424 4.08678 -2.11206
C -7.67691 2.83342 -2.68167
C -7.39830 1.67654 -1.95443
H -6.67985 0.87190 -0.08903
H -6.26227 3.10162 0.91691
H -6.76700 5.15977 -0.37431
H -7.67660 4.98784 -2.67688
H -8.06877 2.75802 -3.69306
H -7.57409 0.69990 -2.39759
C 9.56786 -1.16943 -0.64784
C 10.59275 -2.10039 -0.81431
C 11.50069 -1.95907 -1.86333
C 11.38117 -0.88820 -2.74943
C 10.35069 0.03762 -2.58850
C 9.44494 -0.10155 -1.53724
H 8.86460 -1.27608 0.17361
H 10.68448 -2.93637 -0.12539
H 12.30135 -2.68292 -1.99072
H 12.08991 -0.77638 -3.56526
H 10.25377 0.86897 -3.28248
H 8.64336 0.62132 -1.41057
C -5.25207 -3.84069 10.02440
C -5.74059 -4.95710 9.34632
C -4.88681 -5.71818 8.54845
C -3.54413 -5.36013 8.42497
C -3.05769 -4.23830 9.09565
C -3.91058 -3.47933 9.89655
H -5.91603 -3.25178 10.65133
H -6.78746 -5.23476 9.44041
H -5.26712 -6.59017 8.02286
H -2.87813 -5.95435 7.80551
H -2.01267 -3.95560 8.99484
H -3.53082 -2.60650 10.42101
C -11.02788 3.83646 -4.49888
C -11.59942 4.44748 -5.61459
C -12.30141 3.68321 -6.54618
C -12.42839 2.30589 -6.36431
C -11.84891 1.69344 -5.25343
C -11.15009 2.45823 -4.31981
H -10.48670 4.43322 -3.76969
H -11.49837 5.52041 -5.75778
H -12.74962 4.16028 -7.41380
H -12.97744 1.71057 -7.08855
H -11.94266 0.61916 -5.11457
H -10.70057 1.98116 -3.45295
```

***

# C57H74N12O6P

A cluster of 8 separate species, C57H74N12O6P in total at a distorted geometry (ωB97M-V with the def2-TZVPD basis set, the OMol25 dataset).

Calculated values
HOMO: -0.3802 Eh
total charge: +1
orbital gap: 0.2303 Ha
maximum force: 0.1025 hartree/bohr

The geometry in XYZ format:
```
150
C57H74N12O6P | the OMol25 dataset | ωB97M-V with the def2-TZVPD basis set
C 1.23964 3.95813 1.89093
C 2.20792 3.18142 2.65797
C 1.92344 1.66763 3.16369
C 1.44258 0.70602 1.98578
C -0.05684 0.24146 1.96657
C -1.14576 0.68360 3.05272
C -1.92538 1.95573 2.38850
C -3.01082 2.60100 3.36556
N -3.87061 3.69781 2.80434
O -3.19437 2.27701 4.56299
C -0.51494 -0.72129 0.81016
C -2.02461 -1.21811 0.83280
O -2.25881 -2.28060 1.47391
O -3.12742 -0.55306 0.24416
N -2.74695 -0.01537 -0.97102
C -3.93782 0.81866 -1.40373
C -3.47416 1.55744 -2.77132
C 0.49415 -1.14512 -0.28993
P 0.03405 -2.24042 -1.74029
O -1.31427 -2.97686 -1.55639
O -0.22180 -1.17002 -3.07580
O 1.18719 -3.44255 -2.10404
C 1.96255 -0.60736 -0.15050
N 2.95517 -0.98703 -1.15075
C 2.74891 -0.29720 -2.46190
C 3.88327 0.85961 -2.65109
C 3.73030 1.38733 -4.18226
C 2.29243 2.08893 -4.38019
N 2.37993 0.27284 0.94553
N 3.72519 0.62799 0.94111
C 4.45076 -0.48504 1.64108
C 5.51997 -0.02538 2.74183
C 6.42247 -1.34963 3.05880
C 5.46266 -2.50558 3.66463
H 1.32717 4.14371 0.76233
H 0.33895 4.46302 2.41335
H 3.21756 3.64671 2.96519
H 1.21475 1.71586 4.05559
H 2.92785 1.24348 3.55286
H -0.70737 0.92695 4.07923
H -1.94094 -0.13432 3.24524
H -2.49718 1.51434 1.48714
H -1.11648 2.70541 2.07849
H -3.25601 4.36066 2.28756
H -4.39077 3.21398 2.03672
H -2.66901 -0.74567 -1.70820
H -4.25802 1.57228 -0.60565
H -4.82821 0.11832 -1.64238
H -2.35444 1.79028 -2.69136
H -4.12369 2.48699 -2.90174
H -3.61291 0.84587 -3.66062
H -0.17184 -1.70022 -3.90284
H 1.39519 -3.34401 -3.06503
H 3.08128 -2.00763 -1.23378
H 1.75446 0.27093 -2.39609
H 2.75997 -1.00940 -3.35370
H 3.73910 1.72591 -1.91252
H 4.90164 0.36555 -2.48532
H 4.61510 2.06752 -4.46100
H 3.74924 0.42871 -4.83208
H 1.41737 1.35300 -4.20391
H 2.16327 2.46686 -5.45199
H 2.22037 2.95467 -3.63488
H 3.87820 1.55002 1.37229
H 4.87427 -1.21467 0.85222
H 3.64579 -1.09433 2.20625
H 6.19794 0.83777 2.43088
H 4.97107 0.19295 3.73804
H 7.28844 -1.07600 3.75073
H 6.79138 -1.72020 2.02667
H 6.05688 -3.44809 3.96042
H 4.94293 -2.11087 4.61352
H 4.66915 -2.86307 2.92311
N 2.68881 6.97834 1.82331
C 3.36215 7.49400 2.86489
C 2.87234 8.50354 3.67753
C 1.61443 9.01757 3.39974
C 0.89632 8.50596 2.32855
C 1.47129 7.49350 1.57738
H 4.34240 7.06250 3.04027
H 3.45975 8.87881 4.50615
H 1.19733 9.80946 4.01217
H -0.08809 8.88453 2.08301
H 0.94711 7.05806 0.73168
N -7.26816 -1.39940 -0.07983
C -6.15875 -1.92629 0.46317
C -6.13933 -2.60974 1.66801
C -7.33386 -2.75716 2.35827
C -8.49582 -2.22075 1.82109
C -8.41081 -1.55737 0.60751
H -5.25028 -1.78259 -0.11123
H -5.21354 -3.01631 2.05698
H -7.35946 -3.28503 3.30544
H -9.44535 -2.31650 2.33287
H -9.29202 -1.12393 0.14490
N -6.39724 3.44953 0.44808
C -7.36565 4.25180 -0.02360
C -8.71768 3.96696 0.07254
C -9.09717 2.78267 0.68790
C -8.11808 1.93377 1.18279
C -6.79318 2.31016 1.04091
H -7.01945 5.16367 -0.49898
H -9.45550 4.65306 -0.32395
H -10.14621 2.52392 0.78109
H -8.37828 1.00146 1.66823
H -5.99140 1.68034 1.41561
N 5.90243 -5.20720 2.45505
C 6.60655 -6.28721 2.83148
C 6.59374 -7.49263 2.14687
C 5.80610 -7.59224 1.00844
C 5.06787 -6.49045 0.59967
C 5.15129 -5.33156 1.35079
H 7.20409 -6.16023 3.72855
H 7.18387 -8.33123 2.49451
H 5.76849 -8.51846 0.44543
H 4.44262 -6.53275 -0.28271
H 4.59479 -4.44207 1.06842
N -0.21114 5.59983 -1.59449
C 0.29149 6.72721 -2.12454
C 0.36639 6.97276 -3.48636
C -0.10053 5.99758 -4.35601
C -0.62342 4.82236 -3.83580
C -0.65783 4.67362 -2.45848
H 0.64685 7.45785 -1.40509
H 0.77971 7.90216 -3.85750
H -0.05750 6.15199 -5.42863
H -0.99619 4.03987 -4.48514
H -1.06072 3.77369 -2.00383
N -3.89575 -7.12055 -2.32671
C -4.98477 -7.65937 -1.75403
C -5.62736 -7.11427 -0.65388
C -5.11544 -5.94603 -0.10825
C -3.98975 -5.36858 -0.67853
C -3.42229 -5.98911 -1.77948
H -5.34471 -8.57355 -2.21488
H -6.50473 -7.59087 -0.23458
H -5.58897 -5.48898 0.75408
H -3.56315 -4.45697 -0.27741
H -2.54343 -5.57404 -2.26257
N 4.27939 -3.75876 -2.63626
C 4.02627 -3.69079 -3.95442
C 4.50441 -4.60250 -4.88030
C 5.29544 -5.64710 -4.42432
C 5.57536 -5.74161 -3.06899
C 5.04670 -4.78158 -2.22165
H 3.40635 -2.85434 -4.26405
H 4.26547 -4.49880 -5.93132
H 5.68999 -6.38050 -5.11879
H 6.18999 -6.54343 -2.67914
H 5.23492 -4.81495 -1.15625
```